Entry 1:
This record from OMol25 describes a structure of composition C43H69N3OP3RuSSi. The level of theory is wB97M-V/def2-TZVPD.

The geometry in XYZ format:
```
122
C43H69N3OP3RuSSi, DFT wB97M-V/def2-TZVPD
Ru 0.3819 -1.2045 0.2628
C 0.4183 -2.9592 5.0941
C 0.7779 -2.4329 3.7059
C 2.2943 -2.4769 3.4719
P 0.1879 -0.8038 3.0202
C 0.8328 0.5989 4.0956
C 1.0510 0.2834 5.5719
C 2.0732 1.2497 3.4865
C -1.6117 -0.5999 3.2604
C -2.2736 -0.9137 4.4491
C -3.6329 -0.6844 4.5831
C -4.3423 -0.1273 3.5304
C -3.6840 0.2232 2.3612
C -2.3117 0.0107 2.1974
Si -1.3498 0.5404 0.6138
C -0.8336 2.3564 1.0026
C -1.2234 2.9297 2.2180
C -0.9410 4.2484 2.5498
C -0.2979 5.0578 1.6330
C 0.0610 4.5335 0.4005
C -0.1709 3.1980 0.0725
P 0.4287 2.5244 -1.5323
C 1.8541 3.6328 -2.0622
C 1.6507 5.0376 -2.6383
C 2.9157 3.6676 -0.9636
C -0.9324 2.8675 -2.7596
C -1.6830 4.1868 -2.6140
C -0.4302 2.5904 -4.1780
C -2.7158 0.8417 -0.6899
C -3.5272 1.9808 -0.6152
C -4.4991 2.2371 -1.5674
C -4.6780 1.3518 -2.6233
C -3.8920 0.2147 -2.7155
C -2.9006 -0.0481 -1.7637
P -1.8288 -1.5379 -1.7267
C -3.0381 -2.8917 -1.3134
C -3.6457 -2.5854 0.0579
C -4.1373 -3.1967 -2.3258
C -1.1873 -1.8775 -3.4408
C -2.0126 -1.5482 -4.6813
C -0.6851 -3.3258 -3.4604
H 0.8077 -3.9769 5.1827
H -0.6567 -3.0216 5.2432
H 0.8550 -2.3737 5.9004
H 0.3308 -3.1139 2.9747
H 2.8290 -1.8046 4.1462
H 2.5321 -2.1999 2.4412
H 2.6680 -3.4885 3.6460
H 0.0223 1.3237 4.0281
H 1.8516 -0.4428 5.7101
H 0.1507 -0.1026 6.0494
H 1.3427 1.1951 6.1001
H 2.9271 0.5686 3.5012
H 2.3471 2.1387 4.0605
H 1.8845 1.5577 2.4569
H -1.7336 -1.3361 5.2832
H -4.1363 -0.9432 5.5060
H -5.4081 0.0412 3.6235
H -4.2547 0.6633 1.5536
H -1.7937 2.3349 2.9190
H -1.2494 4.6446 3.5099
H -0.0945 6.0970 1.8599
H 0.5274 5.1880 -0.3203
H 2.2621 3.0255 -2.8798
H 1.2574 5.7453 -1.9101
H 0.9927 5.0448 -3.5030
H 2.6214 5.4213 -2.9649
H 2.6517 4.3763 -0.1775
H 3.8793 3.9721 -1.3790
H 3.0376 2.6893 -0.5004
H -1.6515 2.0728 -2.5365
H -1.0652 5.0601 -2.8139
H -2.0883 4.2873 -1.6058
H -2.5250 4.2057 -3.3112
H 0.3047 3.3186 -4.5232
H -1.2706 2.6151 -4.8753
H 0.0272 1.6015 -4.2419
H -3.3767 2.6887 0.1929
H -5.1121 3.1270 -1.4943
H -5.4328 1.5463 -3.3753
H -4.0571 -0.4681 -3.5355
H -2.3936 -3.7688 -1.2024
H -4.2858 -1.7010 0.0096
H -2.8680 -2.4129 0.8023
H -4.2584 -3.4253 0.3932
H -4.8108 -2.3456 -2.4439
H -4.7361 -4.0375 -1.9661
H -3.7422 -3.4668 -3.3041
H -0.2958 -1.2461 -3.4604
H -2.9522 -2.0986 -4.7316
H -1.4303 -1.8138 -5.5679
H -2.2344 -0.4832 -4.7433
H -1.5091 -4.0421 -3.4734
H -0.0683 -3.5390 -2.5846
H -0.0822 -3.4946 -4.3554
O 1.6006 -0.3347 -2.7647
H 2.1707 -0.7502 -2.1018
H 1.2222 0.4388 -2.3073
S -0.1363 -3.3573 0.5380
C 4.8966 -4.5149 -0.0950
C 3.5962 -4.5565 -0.8721
N 2.8563 -3.3318 -0.6471
C 3.4149 -2.1594 -0.3044
N 2.6210 -1.1335 -0.0277
C 3.2953 0.0833 0.4146
C 4.5205 0.3578 -0.4429
C 5.4775 -0.7989 -0.2646
N 4.7723 -2.0739 -0.2601
C 5.6235 -3.2384 -0.4598
H 5.5207 -5.3753 -0.3363
H 4.6871 -4.5315 0.9770
H 2.9683 -5.3865 -0.5493
H 3.8006 -4.6927 -1.9394
H 1.8524 -3.4012 -0.4276
H 3.6068 -0.0147 1.4626
H 2.5723 0.9004 0.3701
H 5.0185 1.2837 -0.1546
H 4.2151 0.4551 -1.4885
H 6.0279 -0.6961 0.6770
H 6.2146 -0.8195 -1.0735
H 6.5108 -3.1063 0.1642
H 5.9619 -3.2812 -1.5026
```

Calculated values
Expectation value of S²   8.78
Electronic energy   -3726.05304 Ha
Spin multiplicity   6
HOMO level (alpha / beta)   -5.272 / -7.204 eV
Lowest unoccupied orbital energy (alpha / beta)   0.54 / 0.08 eV
Orbital gap (alpha / beta)   5.81 / 7.29 eV
Charge   0
ΔE to the lowest compared entry with this formula, charge and spin   0.0 kJ/mol

=====

Entry 2:
This record from OMol25 describes a cluster of 11 separate species, C43H76NO26 in total. The level of theory is wB97M-V/def2-TZVPD.

The geometry in XYZ format:
```
146
C43H76NO26, DFT wB97M-V/def2-TZVPD
C 13.2306 -11.6450 -8.2896
C 13.0906 -10.1499 -8.0824
C 14.4248 -9.4783 -7.6388
N 14.9490 -8.1994 -8.3198
C 15.0985 -8.3235 -9.8613
C 16.2629 -9.1911 -10.4072
C 17.6216 -8.8294 -9.7666
C 17.5048 -8.8263 -8.2326
C 16.3596 -7.8942 -7.7570
C 14.0102 -6.9821 -8.0355
H 13.7770 -12.1163 -7.4726
H 13.6138 -11.9048 -9.2764
H 12.2886 -12.1805 -8.1714
H 12.3781 -9.9938 -7.2725
H 12.5841 -9.5424 -8.8324
H 15.1582 -10.1781 -8.0395
H 14.5903 -9.4677 -6.5615
H 14.1330 -8.6588 -10.2400
H 15.3524 -7.3622 -10.3080
H 15.9718 -10.2164 -10.1786
H 16.1623 -9.0394 -11.4819
H 18.5424 -9.3404 -10.0478
H 17.8635 -7.8204 -10.1005
H 17.3390 -9.8605 -7.9307
H 18.4455 -8.4673 -7.8151
H 16.2753 -8.0033 -6.6758
H 16.7274 -6.8813 -7.9206
H 14.0270 -7.0093 -6.9459
H 13.1315 -7.4137 -8.5149
H 14.4762 -6.0475 -8.3476
O 9.0394 -1.1294 -8.2813
C 10.1752 -0.8036 -8.0110
O 11.3708 -1.4421 -8.3674
C 11.3561 -2.5212 -9.3483
C 11.7026 -3.8601 -8.6462
C 10.4801 0.3773 -7.1161
H 12.1739 -2.4884 -10.0682
H 10.4512 -2.6006 -9.9507
H 11.5319 -4.6298 -9.3988
H 11.1451 -3.9655 -7.7155
H 12.7721 -3.9555 -8.4586
H 11.4675 0.6394 -6.7359
H 9.8496 0.1064 -6.2692
H 10.0411 1.3013 -7.4926
O 16.3189 -5.0950 -6.1960
C 17.0722 -4.1169 -6.2292
O 16.9453 -2.8622 -6.7081
C 15.6801 -2.6236 -7.2467
C 15.5994 -1.1538 -7.5763
C 18.4126 -4.1647 -5.4461
H 14.7529 -2.8402 -6.7162
H 15.5648 -3.1233 -8.2085
H 15.2506 -0.5560 -6.7342
H 14.7520 -1.1243 -8.2612
H 16.4979 -0.8562 -8.1168
H 19.1023 -4.8729 -5.9053
H 18.0802 -4.5980 -4.5028
H 18.9129 -3.2262 -5.2070
O 11.1870 -14.4903 -7.4317
C 10.3838 -15.0853 -8.2419
O 10.4424 -16.3120 -8.7555
C 11.6137 -17.0699 -8.6644
C 11.2233 -18.2447 -7.7334
C 9.1240 -14.4058 -8.6851
H 12.3756 -16.4424 -8.2020
H 12.0315 -17.3234 -9.6388
H 12.0831 -18.8624 -7.4743
H 10.4391 -18.8295 -8.2142
H 10.7631 -17.9442 -6.7920
H 8.9934 -13.3356 -8.5246
H 8.2878 -14.8480 -8.1436
H 8.8972 -14.5758 -9.7376
O 13.9777 -13.2495 -3.2167
C 14.0257 -12.0642 -2.7873
O 13.1214 -11.0264 -3.0115
C 11.8707 -11.3018 -3.5110
C 11.3802 -10.2205 -4.4852
C 15.2300 -11.7204 -2.0377
H 11.1921 -11.5964 -2.7104
H 11.8798 -12.2950 -3.9601
H 10.9402 -9.4094 -3.9050
H 10.5933 -10.6458 -5.1081
H 12.2119 -9.7576 -5.0163
H 15.1998 -12.5003 -1.2768
H 15.1429 -10.7410 -1.5673
H 16.1907 -11.8030 -2.5460
C 20.0547 -5.4027 -8.5173
C 21.0509 -5.3640 -9.6963
O 21.6181 -4.1141 -9.4208
C 20.7717 -3.3121 -8.6416
O 20.7301 -2.0951 -8.5335
O 19.7711 -4.0753 -8.1967
H 20.5207 -5.9678 -7.7100
H 19.1367 -5.8950 -8.8380
H 20.6967 -5.5368 -10.7125
H 21.7434 -6.2044 -9.6471
C 15.8592 -13.1018 -15.6637
C 15.3462 -11.8376 -16.3221
O 15.4654 -10.8155 -15.3550
C 15.5874 -11.4383 -14.1361
O 15.4981 -10.7759 -13.1027
O 15.9121 -12.8087 -14.2868
H 16.7689 -13.5554 -16.0569
H 15.2358 -13.9830 -15.8154
H 14.2875 -11.8457 -16.5812
H 15.9017 -11.5993 -17.2292
C 14.4325 -2.9168 -11.9164
C 15.6262 -3.1667 -12.7940
O 16.5805 -3.7424 -12.0230
C 16.0366 -4.2115 -10.9159
O 16.4712 -4.9380 -10.0305
O 14.7505 -3.8125 -10.8967
H 13.4249 -3.0271 -12.3172
H 14.4840 -1.9651 -11.3876
H 16.0612 -2.2325 -13.1493
H 15.2037 -3.7791 -13.5906
C 17.5991 -8.3101 -2.7835
C 18.7934 -8.3652 -3.7136
O 18.4460 -9.2418 -4.8178
C 17.2454 -9.6262 -4.6236
O 16.6517 -10.3610 -5.3780
O 16.6384 -9.0639 -3.6067
H 17.4159 -7.2702 -2.5131
H 17.7238 -8.7750 -1.8055
H 19.6551 -8.6804 -3.1251
H 18.7667 -7.3074 -3.9751
C 10.6953 -7.1213 -13.6899
C 10.6865 -8.4508 -13.0241
O 11.3239 -8.2433 -11.8584
C 11.8844 -7.1160 -11.8216
O 12.6318 -6.6998 -10.9550
O 11.3539 -6.3262 -12.7559
H 9.6416 -6.9166 -13.8795
H 11.3024 -7.1018 -14.5950
H 11.3309 -9.1977 -13.4878
H 9.6366 -8.7195 -12.9075
C 15.5870 -15.0943 -9.4709
C 16.0228 -14.5157 -10.8098
O 17.0000 -13.5494 -10.4374
C 16.7537 -13.1886 -9.0830
O 17.1974 -12.1958 -8.5655
O 15.9773 -14.1580 -8.5483
H 16.1016 -16.0427 -9.3166
H 14.5121 -15.0558 -9.2941
H 15.0462 -14.1919 -11.1698
H 16.5046 -15.2599 -11.4439
```

Calculated values
Expectation value of S²   0.75
Electronic energy   -3694.76580 Ha
Spin multiplicity   2
HOMO level (alpha / beta)   -1.441 / -10.118 eV
Lowest unoccupied orbital energy (alpha / beta)   0.17 / 0.16 eV
Orbital gap (alpha / beta)   1.61 / 10.28 eV
Charge   0